Computed, not measured: a 2-piece molecular cluster, C10H22N2OP overall, with ωB97M-V/def2-TZVPD.

Each atom is followed by the atoms it is bonded to, with distances in Å.
Cartesian coordinates (Å):
1 C 0.75235 0.05539 0.23940  N11 1.295, P14 1.621
2 C 2.10599 -1.74061 -2.34028  C3 1.504, C4 1.463, H15 1.119, H16 1.039
3 C 3.59923 -1.72205 -2.16244  C2 1.504, C6 1.548, H17 1.092, H18 1.091
4 C 1.40800 -2.00187 -1.08157  C2 1.463, N11 1.459, H19 1.116, H20 1.096
5 C 3.03157 -0.65094 0.16762  C6 1.646, N11 1.524, H21 1.141, H22 1.164
6 C 3.88104 -0.51501 -1.23512  C3 1.548, C5 1.646, N12 1.452, H23 1.122
7 C -2.69435 2.52094 1.12961  C10 1.536, H24 1.000, H25 1.145, H26 1.091
8 C -4.39833 0.92811 0.14146  C10 1.498, H27 1.061, H28 1.070, H29 1.048
9 C -3.84273 0.89955 2.57544  C10 1.497, H30 1.097, H31 1.038, H32 1.047
10 C -3.34099 1.12846 1.18420  C7 1.536, C8 1.498, C9 1.497, O13 1.532
11 N 1.57962 -0.80150 -0.26974  C1 1.295, C4 1.459, C5 1.524
12 N 5.24931 -0.41411 -0.75944  C6 1.452, H33 0.959, H34 1.045
13 O -2.12497 0.25521 0.85870  C10 1.532, H35 0.968
14 P 0.10073 0.98285 1.39777  C1 1.621, H36 1.372
15 H 1.82937 -0.67754 -2.55148  C2 1.119
16 H 1.85246 -2.39457 -3.10690  C2 1.039
17 H 3.81144 -2.57442 -1.51292  C3 1.092
18 H 4.18356 -1.76717 -3.08227  C3 1.091
19 H 0.30642 -2.09712 -1.23460  C4 1.116
20 H 1.75791 -2.85220 -0.48591  C4 1.096
21 H 3.33245 -1.59028 0.74083  C5 1.141
22 H 3.19304 0.34834 0.74176  C5 1.164
23 H 3.48645 0.44981 -1.64911  C6 1.122
24 H -2.18700 2.59630 0.27088  C7 1.000
25 H -3.63297 3.17049 1.22001  C7 1.145
26 H -2.10840 2.73222 2.02528  C7 1.091
27 H -4.84494 -0.02338 0.28515  C8 1.061
28 H -3.93017 1.19163 -0.78341  C8 1.070
29 H -5.01441 1.70667 0.47618  C8 1.048
30 H -4.45753 1.77650 2.81224  C9 1.097
31 H -4.34952 0.03151 2.83626  C9 1.038
32 H -3.00533 0.85890 3.20284  C9 1.047
33 H 5.72593 -0.45640 -1.59057  N12 0.959
34 H 5.52370 0.47994 -0.29329  N12 1.045
35 H -2.36515 -0.62285 0.52859  O13 0.968
36 H -0.36527 2.04978 0.67249  P14 1.372

Its total charge is +1. The calculation puts the total energy at -919.86140 Ha. Its spin multiplicity is 3. The expectation value of S² is 2.0070.